{"formula": "C36H96O36S12", "method": "wB97M-V/def2-TZVPD", "elements": ["C", "C", "O", "S", "C", "O", "O", "H", "H", "H", "H", "H", "H", "H", "H", "C", "C", "O", "S", "C", "O", "O", "H", "H", "H", "H", "H", "H", "H", "H", "C", "C", "O", "S", "C", "O", "O", "H", "H", "H", "H", "H", "H", "H", "H", "C", "C", "O", "S", "C", "O", "O", "H", "H", "H", "H", "H", "H", "H", "H", "C", "C", "O", "S", "C", "O", "O", "H", "H", "H", "H", "H", "H", "H", "H", "C", "C", "O", "S", "C", "O", "O", "H", "H", "H", "H", "H", "H", "H", "H", "C", "C", "O", "S", "C", "O", "O", "H", "H", "H", "H", "H", "H", "H", "H", "C", "C", "O", "S", "C", "O", "O", "H", "H", "H", "H", "H", "H", "H", "H", "C", "C", "O", "S", "C", "O", "O", "H", "H", "H", "H", "H", "H", "H", "H", "C", "C", "O", "S", "C", "O", "O", "H", "H", "H", "H", "H", "H", "H", "H", "C", "C", "O", "S", "C", "O", "O", "H", "H", "H", "H", "H", "H", "H", "H", "C", "C", "O", "S", "C", "O", "O", "H", "H", "H", "H", "H", "H", "H", "H"], "positions_angstrom": [[-0.3522, -2.6403, 0.0121], [-0.1110, -1.2345, 0.6029], [-0.7966, -0.1875, -0.1259], [-0.1405, 1.2462, -0.0009], [-1.2288, 2.2198, -1.1568], [-0.2823, 1.7931, 1.3786], [1.1951, 1.2078, -0.6225], [0.1226, -3.3746, 0.6629], [-0.0507, -2.6054, -1.0348], [-1.3886, -2.9553, -0.1099], [-0.4645, -1.1251, 1.6282], [0.9719, -1.1100, 0.6088], [-1.0564, 3.2880, -1.0250], [-2.2751, 1.9178, -1.1125], [-0.9035, 1.9099, -2.1499], [-1.6146, -11.5802, 1.4640], [-1.5780, -13.0635, 1.6786], [-2.7732, -13.3878, 2.3892], [-3.0311, -15.0157, 2.5407], [-1.8176, -15.3804, 3.8932], [-4.3637, -15.2615, 3.1007], [-2.5863, -15.6400, 1.2884], [-0.6574, -11.1413, 1.1824], [-2.0219, -11.0574, 2.3294], [-2.2649, -11.2720, 0.6454], [-1.2894, -13.5520, 0.7479], [-0.7270, -13.3041, 2.3158], [-0.8335, -15.2477, 3.4438], [-1.9181, -16.3933, 4.2831], [-2.0470, -14.6588, 4.6773], [1.1595, 13.7307, 4.1773], [0.8584, 12.4197, 4.7883], [1.3947, 11.3995, 3.9244], [0.4853, 10.0112, 3.4833], [-0.7832, 10.9018, 2.4134], [1.2637, 9.1747, 2.5684], [-0.2369, 9.4390, 4.6417], [0.8672, 13.7138, 3.1273], [2.2209, 13.9789, 4.1768], [0.5809, 14.5651, 4.5738], [1.3011, 12.2375, 5.7675], [-0.2136, 12.3859, 4.9827], [-1.2792, 11.6569, 3.0234], [-1.5269, 10.1733, 2.0906], [-0.3499, 11.2256, 1.4670], [4.4530, -1.2097, 5.4247], [3.6341, -0.9781, 6.7362], [2.3009, -0.7203, 6.4235], [1.4100, 0.1220, 7.5272], [2.1175, 1.8015, 7.2245], [0.0296, 0.0001, 7.0563], [1.6567, -0.3677, 8.8798], [3.9976, -2.0018, 4.8303], [5.4589, -1.5807, 5.6215], [4.5008, -0.3459, 4.7617], [3.6693, -1.8782, 7.3499], [4.0306, -0.2104, 7.4006], [2.9794, 1.8483, 7.8901], [1.2810, 2.4582, 7.4633], [2.2544, 1.9069, 6.1482], [4.2055, 7.5772, -3.3121], [2.8634, 7.6402, -4.2264], [2.9000, 8.5817, -5.3194], [1.5993, 8.4975, -6.4442], [0.9512, 10.1891, -5.9634], [2.1036, 8.5598, -7.8026], [0.6286, 7.4843, -5.9389], [5.0780, 7.5059, -3.9616], [4.1573, 6.7711, -2.5800], [4.3490, 8.5260, -2.7951], [2.5875, 6.6654, -4.6284], [2.0340, 7.7518, -3.5280], [-0.0175, 10.3200, -6.4457], [1.6700, 10.9791, -6.1808], [0.8146, 9.9180, -4.9166], [3.5856, 2.3518, -8.7622], [4.4016, 3.5561, -9.2482], [5.5845, 3.6498, -8.3847], [6.9132, 4.3662, -9.1111], [6.1823, 5.9721, -9.7793], [7.9135, 4.6720, -8.0643], [7.2257, 3.4870, -10.2107], [2.6668, 2.1712, -9.3201], [3.2861, 2.5868, -7.7409], [4.2658, 1.5044, -8.6753], [4.6519, 3.3919, -10.2963], [3.6819, 4.3747, -9.2481], [5.4125, 5.7738, -10.5251], [6.9874, 6.6037, -10.1548], [5.6595, 6.5878, -9.0473], [-6.2115, 0.7978, 2.7063], [-5.8154, 2.0421, 3.3787], [-6.9091, 2.9273, 3.3566], [-6.6791, 4.5369, 3.2771], [-5.6754, 4.7244, 4.7505], [-5.7753, 4.8050, 2.1087], [-7.9434, 5.2038, 3.4301], [-5.3721, 0.1041, 2.6588], [-6.5700, 0.9364, 1.6864], [-6.9903, 0.3763, 3.3419], [-5.5818, 1.9058, 4.4346], [-5.0023, 2.4458, 2.7755], [-6.0905, 4.2683, 5.6492], [-5.5573, 5.7910, 4.9418], [-4.6330, 4.4726, 4.5554], [4.6610, -10.0091, 5.6958], [4.2780, -11.4798, 5.9541], [5.5618, -12.1518, 6.2160], [5.4498, -13.5434, 7.1207], [5.0302, -12.7631, 8.7055], [4.3336, -14.3542, 6.6163], [6.7605, -14.1282, 7.2421], [5.2873, -9.9034, 4.8099], [5.2555, -9.6633, 6.5414], [3.8151, -9.3331, 5.5711], [3.7017, -11.3835, 6.8743], [3.7379, -11.9393, 5.1263], [5.3501, -13.4617, 9.4787], [3.9451, -12.6650, 8.7381], [5.6266, -11.8561, 8.8038], [-4.8554, -5.6330, 7.4240], [-3.3857, -6.0212, 7.1529], [-3.2214, -7.2869, 6.5116], [-3.5291, -8.6874, 7.4356], [-5.0831, -9.1782, 6.5379], [-2.5065, -9.7017, 7.1458], [-3.8677, -8.3575, 8.8161], [-5.3796, -6.2670, 8.1391], [-5.4138, -5.5512, 6.4915], [-4.9398, -4.5941, 7.7428], [-2.9842, -5.2692, 6.4737], [-2.7610, -6.0233, 8.0461], [-5.9698, -8.6627, 6.9068], [-5.1814, -10.2553, 6.6730], [-4.8567, -8.8655, 5.5186], [-7.3689, 10.9691, -7.6299], [-6.7809, 9.6661, -7.1998], [-5.9996, 9.9035, -6.0676], [-6.6768, 9.9380, -4.5680], [-7.0914, 8.1487, -4.2869], [-5.5709, 10.2611, -3.6603], [-7.9281, 10.7424, -4.6226], [-6.5821, 11.4951, -8.1706], [-7.6805, 11.5298, -6.7486], [-8.1525, 10.7508, -8.3555], [-7.6272, 9.0405, -6.9162], [-6.2338, 9.2296, -8.0354], [-7.4771, 7.7669, -5.2323], [-7.8296, 8.0164, -3.4960], [-6.1703, 7.6358, -4.0101], [6.4322, -1.2085, -2.4606], [7.8070, -1.0808, -3.1888], [8.8921, -1.4613, -2.3527], [9.5229, -0.4737, -1.1152], [10.0081, 1.0123, -2.1615], [8.4462, -0.0194, -0.2113], [10.7074, -1.0723, -0.5610], [6.1882, -2.2283, -2.1630], [5.5964, -0.8601, -3.0673], [6.3370, -0.6710, -1.5172], [7.7741, -1.7718, -4.0311], [7.7655, -0.0638, -3.5789], [10.5452, 1.7004, -1.5087], [9.0935, 1.4996, -2.4995], [10.6326, 0.7107, -3.0024], [-4.9718, -2.8745, -10.0203], [-4.0028, -3.2010, -8.8838], [-4.5585, -2.5874, -7.7769], [-3.9342, -2.9698, -6.2750], [-4.6701, -4.6536, -6.1431], [-2.4739, -3.0478, -6.3852], [-4.5868, -2.0724, -5.3312], [-5.3687, -1.8618, -10.0906], [-5.8239, -3.5108, -9.7812], [-4.5321, -3.0461, -11.0028], [-3.8116, -4.2715, -8.8078], [-3.0480, -2.6969, -9.0331], [-4.8730, -4.9109, -5.1035], [-3.9772, -5.3451, -6.6224], [-5.5734, -4.6725, -6.7528]], "forces_ev_per_angstrom": [[-0.889, 1.109, -0.413], [-0.161, -1.084, 0.747], [0.033, 0.017, -0.414], [1.005, 2.707, 0.634], [0.573, -1.395, -0.022], [0.276, -1.564, -2.968], [-2.061, -0.038, 1.241], [0.364, 0.041, -0.430], [0.824, -0.413, 0.168], [-0.325, 0.382, 0.612], [0.054, -0.302, 0.060], [-0.047, 0.518, -0.201], [0.007, -0.274, 0.334], [0.086, 0.186, 0.619], [0.255, 0.118, 0.046], [-0.487, 1.133, -0.396], [1.719, 1.001, 0.264], [-0.893, -2.223, -0.403], [0.004, -1.059, 0.313], [-0.639, 0.402, -0.981], [2.196, 0.971, -1.304], [-0.886, 0.915, 2.021], [0.242, -0.292, 0.324], [0.319, -0.070, 0.208], [-0.261, -0.396, -0.126], [-1.234, -0.540, -0.097], [0.048, 0.060, 0.391], [-0.033, 0.069, 0.262], [-0.280, 0.055, -0.367], [0.190, -0.016, -0.094], [0.460, 1.114, -1.032], [-0.437, -0.711, 1.039], [-0.896, -2.625, -0.946], [-1.664, 0.948, -0.497], [0.425, -1.161, 0.523], [-0.642, 1.614, 2.114], [1.938, 1.310, -2.093], [-0.024, -0.199, -0.146], [-0.019, 0.005, 0.188], [0.126, -0.145, 0.506], [0.209, 0.291, -0.002], [-0.221, -0.670, -0.429], [0.264, 0.091, -0.233], [0.017, -0.295, 0.492], [0.457, 0.427, 0.511], [-0.632, -0.061, 0.473], [1.876, -0.913, -0.119], [-2.120, 0.960, 0.453], [-1.405, -1.365, -0.392], [-1.394, -1.285, 0.331], [2.327, 0.690, 0.284], [0.474, 1.007, -1.743], [-0.315, -0.036, 0.153], [0.032, 0.306, 0.310], [0.026, 0.191, 0.301], [0.059, -0.219, -0.076], [0.306, 0.330, -0.337], [-0.068, 0.466, -0.370], [0.316, 0.163, 0.508], [0.501, -0.242, 0.196], [-1.184, 1.083, -2.028], [0.698, -1.512, 1.424], [-1.058, -0.446, -1.053], [-0.681, 0.895, 1.896], [0.047, -2.234, -0.149], [-0.311, -0.785, 1.632], [2.421, 2.031, -1.549], [-0.007, -0.465, 0.034], [-0.157, -0.021, -0.293], [-0.307, -0.006, 0.151], [0.730, -0.210, -0.188], [-0.221, 1.051, -0.092], [0.172, 0.031, -0.064], [-0.039, -0.339, 0.128], [-0.086, 0.895, 0.140], [0.898, 0.500, 1.021], [-0.865, -1.368, -0.409], [0.410, 1.605, -0.998], [-0.227, 0.551, 1.310], [0.069, -0.451, 0.487], [-2.535, -0.767, -2.247], [0.147, 0.946, 0.526], [0.349, -0.062, -0.289], [-0.149, -0.094, 0.122], [-0.375, -0.292, -0.360], [0.603, 0.020, 0.089], [0.740, 0.815, 0.568], [0.500, -0.390, -0.253], [0.135, -0.484, -0.206], [0.275, -0.510, 0.671], [-0.694, -1.375, 0.247], [1.309, 0.768, -0.474], [-1.862, 2.097, -0.326], [2.764, -0.462, -1.726], [0.433, 1.196, 0.033], [-2.510, -0.515, 2.822], [0.902, -0.908, -0.243], [0.020, -0.020, 0.154], [-0.076, 0.233, 0.151], [-0.209, -0.515, -0.440], [0.533, -0.209, -0.135], [0.335, 0.472, 0.529], [-0.095, -0.201, -0.363], [-0.553, 0.203, -0.066], [-0.269, -0.764, -0.179], [0.510, -0.368, -0.414], [0.850, 1.552, 0.311], [-0.684, -1.507, 0.473], [-0.990, 0.107, -0.586], [0.162, -0.986, -0.369], [1.693, 1.482, 0.872], [-0.900, 0.805, -0.438], [0.006, -0.097, -0.050], [-0.068, 0.050, 0.036], [-0.216, -0.304, 0.095], [-0.280, -0.863, -0.079], [0.112, -0.182, 0.289], [-0.077, -0.075, -0.088], [0.215, 0.367, 0.082], [-0.349, 0.024, -0.136], [0.221, 0.269, -0.372], [-0.703, 0.666, 0.700], [-0.113, -2.118, 0.988], [-0.710, -0.406, -0.518], [1.307, 0.297, 0.415], [-1.617, 2.257, 0.305], [0.838, -0.004, -1.728], [0.167, -0.019, -0.087], [-0.007, -0.663, -0.234], [0.453, -0.004, 0.556], [0.213, -0.313, -0.171], [-0.241, 0.172, 0.152], [0.367, 0.151, 0.206], [0.072, 0.111, -0.194], [-0.230, -0.406, -0.028], [0.415, 0.372, -0.940], [-2.098, 0.207, -0.164], [1.297, -0.340, 2.440], [-0.468, 0.402, 0.631], [0.268, 0.863, -0.482], [-2.067, -0.232, -1.793], [2.849, -1.872, 0.193], [-0.109, 0.454, 0.096], [-0.330, 0.018, -0.463], [-0.306, 0.363, 0.170], [0.105, -0.553, -0.166], [0.443, -0.319, 0.586], [-0.024, -0.046, 0.146], [0.030, 0.452, -0.103], [0.007, 0.234, -0.143], [-0.057, -0.429, 0.435], [-2.781, 0.156, 0.973], [1.689, 0.766, 1.659], [-1.763, 2.038, -0.788], [-0.368, -0.890, 0.782], [1.879, -1.176, -1.819], [-1.151, -0.173, -0.884], [0.261, -0.264, -0.305], [0.209, 0.037, -0.373], [0.546, 0.384, -0.146], [0.537, 0.010, 0.093], [1.056, 0.153, 0.036], [-0.012, -0.226, 0.090], [0.040, -0.192, 0.049], [-0.092, -0.187, 0.197], [-0.176, -0.635, 0.092], [1.228, 1.381, -2.037], [-0.392, 0.118, 3.740], [-0.117, 0.279, -0.540], [0.516, 0.524, -0.421], [-2.381, 0.055, 0.245], [1.015, -1.321, -1.507], [0.438, 0.183, 0.676], [-0.266, -0.088, -0.781], [-0.110, -0.581, 0.081], [-0.282, -0.101, 0.228], [0.306, -0.321, -0.297], [0.164, 0.162, -0.142], [0.160, 0.036, 0.343], [-0.103, 0.310, 0.325]], "de_lowest_kj_mol": 1013.1, "gap_ev": 10.905, "e_lumo_ev": 0.113}